(1)
ORCA calculation (ωB97M-V/def2-TZVPD) on one molecule with the formula C4H7NO2.

Values from the calculation:
SMILES = C/C(=N\O)[C@H]1CO1
total energy = -361.74302 Eh
energy above the lowest of the compared OMol25 structures with the same formula, charge and spin = 361.9 kJ/mol

XYZ file:
```
14
Properties=species:S:1:pos:R:3:forces:R:3:mulliken_charge:R:1
C -1.027 0.939 1.202 -0.01 -0.02 0.02 -1.1252
C -0.068 0.210 0.306 0.31 -0.18 0.08 0.5398
N 0.928 -0.486 0.704 -0.35 0.25 -0.31 -0.4185
O 1.077 -0.532 2.071 0.11 -0.12 0.38 -0.4021
C -0.056 0.294 -1.190 0.25 0.14 0.11 0.0078
C 0.368 -0.902 -1.900 0.24 -0.14 -0.12 -0.3665
O -0.976 -0.430 -1.995 -0.24 -0.02 0.03 -0.4266
H -0.509 1.744 1.737 -0.05 -0.12 -0.09 0.3211
H -1.862 1.367 0.642 0.18 -0.11 0.02 0.3294
H -1.420 0.257 1.963 0.07 0.09 -0.12 0.3292
H 1.855 -1.101 2.146 -0.20 0.16 0.25 0.3858
H 0.196 1.274 -1.601 -0.03 -0.12 0.08 0.3343
H 1.028 -0.812 -2.758 -0.36 0.01 -0.20 0.2556
H 0.465 -1.821 -1.327 0.09 0.18 -0.13 0.2359
```
Positions in Å, forces in eV/Å.

(2)
ORCA calculation (ωB97M-V/def2-TZVPD) on a 2-piece molecular cluster, C3H4ClO3S overall in a non-equilibrium geometry.

Values from the calculation:
total energy = -1200.72871 Eh
energy above the lowest of the compared OMol25 structures with the same formula, charge and spin = 372.0 kJ/mol
total charge = -1

XYZ file:
```
12
Properties=species:S:1:pos:R:3:forces:R:3:mulliken_charge:R:1
C 1.755 -0.487 -0.384 -0.77 0.82 -2.31 -0.0018
C 1.669 0.847 0.295 3.12 1.03 -1.39 -0.3435
C 2.514 -0.273 0.839 0.49 0.43 0.02 -0.3029
O -3.702 0.002 0.724 -0.47 0.35 0.51 -0.5611
O -1.345 0.743 0.402 -1.30 -0.40 -0.04 -0.5479
O -2.650 -0.099 -1.441 -0.19 -0.46 -1.69 -0.5398
S -2.495 -0.056 -0.036 1.84 0.83 1.47 1.0152
Cl -1.776 -1.989 0.570 0.06 -0.35 -0.25 -0.3923
H 0.876 -1.079 -0.025 0.39 0.10 -0.70 0.0371
H 2.024 -0.526 -1.529 -0.23 -0.63 2.64 0.2480
H 2.374 1.753 -0.085 -1.54 -2.27 0.87 0.1490
H 0.755 1.164 0.671 -1.41 0.54 0.86 0.2401
```
Positions in Å, forces in eV/Å.